Entry 1:
Molecular formula: H7N4OP
Method: DFT, ωB97M-V/def2-TZVPD

Positions of all 13 atoms, in Å:
N: -1.645 1.176 -0.759
N: 2.248 0.891 -0.131
N: -1.250 0.915 0.626
N: 1.058 0.164 -0.269
O: -0.768 -1.920 0.823
P: 0.117 0.148 1.149
H: -0.731 1.147 -1.220
H: -2.234 0.418 -1.276
H: 2.234 1.623 0.696
H: 3.043 0.241 -0.128
H: -1.864 1.492 1.249
H: 1.092 -0.727 -0.622
H: -1.229 -2.049 1.604

**Highest occupied orbital energy**: -0.3230 Ha

---

Entry 2:
Molecular formula: CClNS2
Method: DFT, ωB97M-V/def2-TZVPD

Positions of all 5 atoms, in Å:
S: -0.803 -2.399 -1.277
C: -0.561 -0.926 -0.544
N: -0.375 0.274 -0.383
S: 1.169 0.983 0.390
Cl: 0.570 2.068 1.815

**SMILES**: S=C=NSCl
**Highest occupied orbital energy**: -0.3412 Ha

---

Entry 3:
Molecular formula: C3H5FN4
Method: DFT, ωB97M-V/def2-TZVPD

Positions of all 13 atoms, in Å:
H: -1.774 -1.515 0.020
N: -2.249 -0.457 0.053
C: -1.155 0.187 -0.031
N: -0.764 1.548 -0.164
C: 0.618 1.625 -0.069
C: 1.216 0.425 -0.200
F: 2.387 -0.139 0.104
N: 0.132 -0.456 -0.407
N: 0.261 -1.730 0.000
H: -1.231 2.213 0.780
H: 1.210 2.499 -0.101
H: 0.833 -1.898 0.901
H: 0.517 -2.302 -0.887

**SMILES**: [H]/N=c1/[nH]cc(F)n1N
**Highest occupied orbital energy**: -0.2936 Ha

---

Entry 4:
Molecular formula: C9H16N3
Method: DFT, ωB97M-V/def2-TZVPD

Positions of all 28 atoms, in Å:
C: -1.614 1.618 -1.530
C: -1.170 1.989 0.864
N: -1.149 2.468 -0.445
N: -1.232 2.866 1.959
N: -1.421 0.650 1.072
H: -1.162 3.434 -0.705
H: -0.862 3.790 1.768
H: -0.782 2.570 2.814
H: -0.754 -0.054 0.795
H: -1.965 0.272 1.771
H: -2.632 1.299 -1.307
H: -0.932 0.801 -1.750
H: -1.691 2.259 -2.389
C: 1.197 -1.210 2.002
C: 1.028 -1.861 -2.260
C: 0.345 -2.724 -1.421
C: 1.861 -0.906 -1.687
C: 0.434 -2.579 -0.039
C: 1.949 -0.736 -0.319
C: 1.178 -1.559 0.520
H: 0.974 -1.981 -3.334
H: -0.179 -3.582 -1.785
H: 2.450 -0.262 -2.310
H: -0.206 -3.230 0.547
H: 2.530 0.073 0.099
H: 0.471 -1.670 2.629
H: 1.203 -0.125 2.038
H: 2.133 -1.612 2.403

**⟨S²⟩**: 0.75
**Spin multiplicity**: 2
**Highest occupied orbital energy (spin up / spin down)**: -0.1517 / -0.3195 Ha

---

Entry 5:
Molecular formula: C8H18ClIO3PTi
Method: DFT, ωB97M-V/def2-TZVPD

Positions of all 33 atoms, in Å:
C: -2.307 2.355 -3.105
C: -2.115 2.258 -1.713
H: -2.750 3.336 -3.361
H: -2.989 1.538 -3.405
H: -1.337 2.217 -3.613
O: -1.986 2.606 -0.610
I: 2.796 1.312 -2.025
Ti: 0.795 0.304 -0.763
P: -1.085 -0.479 0.806
C: -1.148 -0.021 2.568
C: -2.808 -0.123 0.294
H: -0.669 -2.788 0.128
H: -2.204 -2.609 1.029
H: -0.658 -2.597 1.913
C: -1.151 -2.296 0.980
H: -2.937 -0.316 -0.779
H: -3.443 -0.801 0.883
H: -2.198 0.047 2.882
H: -0.646 0.934 2.748
H: -3.073 0.916 0.517
H: -0.642 -0.801 3.154
C: 0.391 1.878 0.327
O: 0.209 2.848 0.968
Cl: -0.578 -0.324 -2.450
C: 4.411 -0.413 0.290
C: 3.418 -1.535 0.188
O: 2.026 -1.058 0.182
H: 4.546 0.103 -0.668
H: 5.393 -0.821 0.531
H: 4.158 0.316 1.055
H: 3.543 -2.105 -0.730
H: 3.535 -2.222 1.032
H: 1.504 -1.664 0.749

**Net charge**: +3
**Highest occupied orbital energy (spin up / spin down)**: -0.7370 / -0.7368 Ha

---

Entry 6:
Molecular formula: C49H45AsN7S2SeTc
Method: DFT, ωB97M-V/def2-TZVPD

Positions of all 106 atoms, in Å:
Tc: 0.414 0.869 0.599
C: -0.159 2.165 -4.684
C: -1.198 3.066 -4.523
C: -1.830 3.143 -3.293
C: -1.408 2.304 -2.263
N: -0.401 1.459 -2.413
C: 0.206 1.391 -3.597
C: -2.067 2.375 -0.931
C: -3.372 2.852 -0.885
C: -3.973 3.150 0.317
C: -3.243 2.965 1.475
C: -1.985 2.405 1.393
N: -1.395 2.062 0.212
C: -1.294 2.063 2.654
C: -1.431 2.820 3.805
C: -0.822 2.378 4.970
C: -0.146 1.167 4.956
C: -0.039 0.479 3.763
N: -0.559 0.940 2.616
H: 0.364 2.071 -5.627
H: -1.512 3.705 -5.339
H: -2.616 3.868 -3.139
H: 1.027 0.682 -3.672
H: -3.919 2.981 -1.807
H: -4.988 3.528 0.353
H: -3.665 3.201 2.443
H: -1.994 3.744 3.790
H: -0.892 2.963 5.879
H: 0.298 0.763 5.857
H: 0.447 -0.484 3.709
Se: 2.252 4.188 1.910
N: 3.626 3.562 2.768
C: 3.576 2.238 2.745
C: 4.485 1.302 3.312
C: 4.181 -0.019 3.158
C: 3.036 -0.444 2.430
N: 2.191 0.390 1.861
C: 2.449 1.710 2.050
N: 1.600 2.571 1.530
H: 5.373 1.641 3.833
H: 4.828 -0.778 3.576
H: 2.836 -1.502 2.325
C: 5.981 3.870 -1.948
C: 6.021 2.641 -1.296
C: 4.848 1.963 -1.017
C: 3.610 2.508 -1.382
C: 3.584 3.768 -1.997
C: 4.760 4.435 -2.295
C: 2.328 1.864 -1.096
C: 2.004 0.592 -0.762
C: 2.743 -0.643 -1.042
C: 2.547 -1.824 -0.310
C: 3.260 -2.976 -0.593
C: 4.164 -2.995 -1.648
C: 4.322 -1.857 -2.429
C: 3.619 -0.702 -2.135
H: 6.902 4.389 -2.179
H: 6.973 2.214 -1.006
H: 4.881 1.008 -0.503
H: 2.627 4.211 -2.259
H: 4.726 5.397 -2.790
H: 1.512 2.587 -1.079
H: 1.801 -1.847 0.474
H: 3.099 -3.872 -0.005
H: 4.720 -3.897 -1.873
H: 5.004 -1.871 -3.271
H: 3.756 0.174 -2.757
N: -0.531 -0.778 -0.118
S: -0.415 -1.448 -1.610
C: -0.353 -3.222 -1.422
C: 0.606 -3.873 -2.188
C: 0.658 -5.260 -2.160
C: -0.238 -5.968 -1.371
C: -1.201 -5.299 -0.623
C: -1.274 -3.917 -0.651
C: -2.071 -1.352 -2.308
C: -3.166 -0.974 -1.556
C: -4.417 -0.960 -2.162
C: -4.549 -1.316 -3.497
C: -3.433 -1.685 -4.241
C: -2.180 -1.702 -3.647
H: -1.062 -1.379 0.541
H: 1.295 -3.304 -2.802
H: 1.397 -5.782 -2.755
H: -0.192 -7.050 -1.346
H: -1.909 -5.861 -0.026
H: -2.039 -3.400 -0.088
H: -3.041 -0.698 -0.515
H: -5.295 -0.678 -1.592
H: -5.527 -1.315 -3.963
H: -3.538 -1.963 -5.282
H: -1.299 -1.997 -4.210
C: -3.964 -3.755 4.236
As: -3.351 -2.205 3.283
C: -3.533 -0.716 4.498
C: -4.614 -1.881 1.860
S: -1.377 -2.410 2.580
H: -5.028 -3.651 4.453
H: -3.405 -3.839 5.164
H: -3.791 -4.639 3.628
H: -4.495 -0.770 5.010
H: -3.463 0.220 3.947
H: -2.728 -0.775 5.228
H: -5.586 -1.630 2.287
H: -4.707 -2.781 1.257
H: -4.256 -1.060 1.246

**⟨S²⟩**: 3.78
**Net charge**: +3
**Spin multiplicity**: 4
**Highest occupied orbital energy (spin up / spin down)**: -0.5376 / -0.5388 Ha

---

Number 1: energy -639.68215 a.u.. Number 2: energy -1349.36689 a.u.. Number 3: energy -436.07062 a.u.. Number 4: energy -516.71539 a.u.. Number 5: energy -2488.94054 a.u.. Number 6: energy -7790.99251 a.u..